Record 1
The following is a DFT calculation (wB97M-V/def2-TZVPD) of C27H9Br2Cl68N3O3S as an isolated structure.

Structure (XYZ):
```
113
Properties=species:S:1:pos:R:3:forces:R:3
C -3.4931 3.0545 2.5369 -0.069 -0.675 -0.524
C -3.4861 1.7225 1.7834 0.341 0.665 0.120
C -2.1226 1.0626 1.8570 -0.326 -0.379 -0.238
O -1.2055 1.5798 0.8841 0.207 -0.551 0.109
C -1.2374 0.7512 -0.2704 -0.950 0.506 -0.084
C -0.4494 1.3216 -1.4135 -3.471 0.437 2.876
C -0.9642 2.4314 -2.1064 -2.796 -0.691 3.177
Br -2.5732 3.1916 -1.5127 -0.306 0.276 0.110
C -0.3576 2.9542 -3.1042 0.410 2.624 -3.458
O -0.7714 4.0436 -3.8055 -0.465 0.578 0.319
N -2.1483 3.9990 -4.3300 -0.345 -1.130 -1.314
O -2.4492 2.9569 -4.7644 0.471 1.265 0.889
C 0.8199 2.3814 -3.5090 1.362 -0.246 -0.813
N 1.5686 2.7439 -4.5165 -0.143 1.463 -1.534
S 2.7946 1.7730 -4.5960 1.014 -0.800 0.199
N 2.4638 0.8275 -3.3191 2.156 -0.437 -1.488
C 1.3588 1.2905 -2.8473 -0.679 -0.652 1.367
C 0.6655 0.7792 -1.7444 3.272 -2.230 -0.376
Br 1.4277 -0.6865 -0.8351 0.351 -0.084 -0.057
H -3.4283 2.8447 3.5989 -0.021 0.291 0.285
H -4.3951 3.6067 2.2932 -0.133 0.224 0.254
H -2.6278 3.6247 2.2118 0.104 0.252 0.102
H -3.7003 1.9204 0.7410 -0.176 -0.140 -0.335
H -4.2493 1.0421 2.1491 -0.146 -0.087 0.175
H -2.2902 0.0008 1.6752 0.346 -0.302 -0.071
H -1.6996 1.1339 2.8573 0.267 0.320 -0.183
H -0.8919 -0.2547 -0.0741 0.010 -0.128 0.336
H -2.2781 0.6958 -0.6030 -0.129 -0.244 -0.091
C -6.5375 4.6653 -1.9771 0.038 -0.042 -0.027
Cl -7.6535 6.0207 -1.7975 -0.001 -0.001 0.012
Cl -5.5478 4.5210 -0.5165 -0.022 0.033 0.080
Cl -7.4524 3.1748 -2.2187 0.154 0.216 0.015
Cl -5.4877 4.9436 -3.3686 0.005 0.003 0.001
C -2.0517 -0.0010 5.9234 0.033 0.045 0.009
Cl -1.3289 -1.2334 6.9593 -0.004 0.009 -0.017
Cl -0.8196 1.1802 5.4592 -0.020 -0.103 0.094
Cl -2.7069 -0.7608 4.4700 -0.052 -0.087 0.382
Cl -3.3509 0.8179 6.7942 -0.003 0.006 -0.009
C -5.2898 -3.7987 2.8040 -0.035 0.011 0.062
Cl -4.5830 -5.0505 3.8275 0.011 0.004 0.005
Cl -4.0407 -2.6253 2.3658 -0.022 -0.091 -0.261
Cl -5.9452 -4.5334 1.3388 0.008 0.012 -0.006
Cl -6.5811 -2.9804 3.6833 0.171 0.078 -0.084
C 4.7712 5.8987 -6.8953 -0.040 -0.140 -0.021
Cl 3.2375 5.8036 -6.0243 0.165 -0.157 -0.316
Cl 5.8955 4.7063 -6.2291 -0.005 -0.202 -0.324
Cl 4.5084 5.5707 -8.6115 -0.021 -0.011 0.019
Cl 5.4697 7.5087 -6.7114 0.016 0.050 -0.011
C -9.5896 1.2735 -4.9048 0.071 0.038 -0.052
Cl -8.0569 0.7433 -5.5967 0.060 0.182 0.191
Cl -10.9143 0.2800 -5.5363 0.001 0.072 0.088
Cl -9.5261 1.1087 -3.1469 -0.238 -0.255 -0.013
Cl -9.8724 2.9631 -5.3263 -0.013 0.005 0.006
C -7.9036 -2.1577 -8.6434 -0.047 -0.017 -0.020
Cl -7.1563 -3.4124 -7.6496 0.010 -0.001 0.006
Cl -6.6950 -0.9351 -9.0539 0.013 0.013 0.007
Cl -8.5368 -2.8805 -10.1259 0.013 0.003 -0.002
Cl -9.2165 -1.3993 -7.7423 -0.040 -0.240 -0.241
C 6.9462 0.2312 -1.2778 0.116 -0.088 -0.014
Cl 5.3252 0.9145 -1.2033 -0.103 0.023 0.047
Cl 8.1440 1.5234 -1.4055 -0.017 -0.026 0.031
Cl 7.2552 -0.7225 0.1727 0.331 0.022 -0.310
Cl 7.0674 -0.8118 -2.7029 0.216 0.185 -0.237
C 4.4151 -3.7299 -0.1855 -0.067 -0.111 0.042
Cl 3.3624 -4.9837 -0.8497 0.012 -0.010 -0.005
Cl 4.9704 -2.6697 -1.4729 -0.359 -0.164 0.090
Cl 3.5171 -2.8177 1.0392 0.099 0.056 -0.052
Cl 5.8341 -4.4796 0.5643 -0.545 0.251 -0.300
C -9.1944 -3.5297 6.6272 -0.005 -0.016 0.039
Cl -10.7093 -3.8190 7.4813 0.116 0.020 0.143
Cl -7.8561 -4.2478 7.5274 0.014 0.005 -0.015
Cl -9.2743 -4.2575 5.0187 -0.217 -0.100 0.062
Cl -8.9291 -1.7897 6.4663 0.008 0.013 -0.018
C 0.4744 5.0720 2.8043 -0.031 0.020 -0.096
Cl 0.1480 4.3205 1.2472 0.048 0.055 -0.003
Cl -0.7145 6.3437 3.1058 -0.018 0.021 0.017
Cl 0.3466 3.8457 4.0728 0.061 0.089 0.006
Cl 2.0965 5.7712 2.8151 0.032 -0.027 0.001
C 9.7964 -6.1194 1.7547 0.030 0.008 -0.055
Cl 8.1156 -5.5650 1.7216 0.568 -0.285 0.351
Cl 10.8763 -4.7265 1.6625 -0.010 0.015 0.002
Cl 10.0947 -6.9940 3.2625 -0.002 -0.006 0.015
Cl 10.0932 -7.1857 0.3830 -0.373 0.378 -0.180
C 12.9027 -10.2066 0.3841 0.059 0.010 0.048
Cl 11.8512 -11.4474 -0.3092 -0.016 -0.008 -0.006
Cl 13.4557 -9.1211 -0.8963 -0.012 0.001 -0.011
Cl 11.9982 -9.2840 1.5839 0.598 -0.268 0.073
Cl 14.2977 -10.9764 1.1469 -0.009 0.001 -0.014
C 8.3373 -10.9858 3.8915 -0.037 -0.070 -0.063
Cl 7.3938 -9.4944 3.9538 -0.002 0.009 -0.011
Cl 9.1931 -11.2057 5.4212 0.008 0.010 0.008
Cl 7.2515 -12.3543 3.6223 0.003 -0.007 0.010
Cl 9.5101 -10.8913 2.5738 -0.241 -0.052 0.163
C 5.8518 5.9580 -1.8381 -0.051 -0.041 -0.045
Cl 5.8065 4.2008 -1.6766 -0.021 -0.028 0.101
Cl 5.7296 6.3582 -3.5499 0.066 0.268 0.292
Cl 4.4993 6.6725 -0.9587 0.077 -0.364 0.242
Cl 7.3769 6.5739 -1.1897 -0.024 0.009 0.011
C 6.0087 0.8725 3.9473 -0.013 -0.021 0.025
Cl 4.8934 2.2361 3.8797 -0.052 0.063 -0.004
Cl 7.6582 1.4446 3.6731 0.021 0.004 -0.005
Cl 5.9072 0.1046 5.5361 0.012 0.002 0.003
Cl 5.5830 -0.2935 2.6958 -0.278 0.021 0.354
C -14.5361 -3.3472 5.3411 0.002 -0.011 -0.024
Cl -15.6667 -4.6755 5.6175 -0.004 0.000 0.004
Cl -14.4366 -2.3469 6.7947 0.005 0.007 0.014
Cl -12.9392 -3.9992 4.9717 -0.095 -0.011 -0.135
Cl -15.1020 -2.3637 3.9878 -0.003 0.006 0.004
C 2.7328 9.3595 -3.6056 -0.033 -0.013 0.085
Cl 3.3026 9.8995 -5.1862 -0.018 -0.016 -0.011
Cl 2.1259 7.7021 -3.7202 -0.117 0.232 0.207
Cl 4.0620 9.4077 -2.4444 -0.100 0.403 -0.214
Cl 1.4315 10.4261 -3.0620 0.010 -0.017 0.013
```
Forces are in eV/Å.

As for the HOMO-LUMO gap: 8.34 eV. Its multiplicity is 1. As for the total energy: -38263.121914 a.u.


Record 2
The following is a DFT calculation (wB97M-V/def2-TZVPD) of CH13O6V as an isolated structure.

Structure (XYZ):
```
21
Properties=species:S:1:pos:R:3:forces:R:3
V -0.2723 0.1853 0.1493 1.892 -1.607 0.893
C 2.4184 -1.6576 0.7592 -1.624 0.788 0.169
O 1.3016 -1.0206 1.3548 -1.541 1.489 -1.091
H 2.1912 -1.6817 -0.3066 0.612 -0.597 -0.545
H 3.3490 -1.1051 0.8888 0.240 0.038 0.145
H 2.5056 -2.6587 1.1813 0.309 -0.205 -0.212
O -0.5881 -0.9827 -1.8111 0.120 -0.008 0.464
H -1.0625 -0.8507 -2.6320 -0.242 0.257 -0.174
H -0.4084 -1.9226 -1.7863 0.344 -0.436 0.093
O -1.9538 1.3166 -0.6085 -0.135 0.141 -0.136
H -2.6067 1.6225 0.0211 -0.256 0.013 0.354
H -2.1116 1.8425 -1.3925 0.145 0.133 -0.383
O -1.8695 -1.1828 0.8909 0.003 0.408 0.068
H -2.4501 -1.0910 1.6463 0.016 0.031 0.449
H -2.2721 -1.8708 0.3610 0.051 -0.217 -0.293
O 1.1657 1.1725 -1.1802 -0.210 0.350 0.277
H 1.6388 1.9460 -0.8736 0.334 0.170 0.315
H 1.3563 1.1304 -2.1173 -0.068 -0.360 -0.304
O -0.1403 1.9593 1.5831 -0.213 -0.277 -0.280
H -0.0692 1.9658 2.5377 0.258 -0.375 0.420
H -0.1219 2.8835 1.3347 -0.035 0.265 -0.230
```
Forces are in eV/Å.

As for the total charge: +1. As for the HOMO-LUMO gap (spin up / spin down): 6.34 / 6.46 eV. Its multiplicity is 4. As for the total energy: -1441.113519 a.u.


In eV/A, the max |F| values for the records above are, in order, 4.529, 2.638.